ORCA calculation (ωB97M-V/def2-TZVPD) on C40H78F8N12O22S8 as an isolated structure.

XYZ file:
```
168
Properties=species:S:1:pos:R:3:lowdin_charge:R:1
C -2.67 -2.80 -0.98 -0.036
C -2.92 -1.43 -0.33 -0.199
N -1.74 -0.97 0.41 -0.040
C -1.05 -1.68 1.32 0.029
C 0.02 -0.83 1.71 0.023
N -0.04 0.32 1.00 -0.032
C -1.11 0.17 0.19 -0.061
C 0.87 1.43 1.06 0.022
H -2.47 -3.66 -0.34 0.048
H -1.92 -2.89 -1.77 0.038
H -3.66 -3.02 -1.37 0.090
H -3.81 -1.67 0.25 0.034
H -3.08 -0.63 -1.06 0.115
H -1.34 -2.71 1.49 0.116
H 0.77 -1.01 2.47 0.102
H -1.33 0.94 -0.54 0.124
H 1.06 1.81 2.06 0.125
H 0.36 2.25 0.55 0.064
H 1.85 1.30 0.61 0.075
C -2.36 1.58 3.19 -0.073
C -3.54 0.97 3.97 -0.134
N -3.71 -0.46 3.80 -0.018
C -2.92 -1.48 4.31 0.001
C -3.54 -2.65 4.06 0.001
N -4.77 -2.39 3.49 -0.033
C -4.78 -1.07 3.23 -0.103
C -5.79 -3.30 3.03 -0.026
H -1.50 0.95 3.42 0.079
H -2.09 2.51 3.69 0.090
H -2.49 1.70 2.12 -0.036
H -4.49 1.50 3.90 0.129
H -3.37 1.10 5.04 0.121
H -1.94 -1.32 4.74 0.101
H -3.25 -3.65 4.35 0.102
H -5.61 -0.48 2.87 0.157
H -6.76 -3.04 3.43 0.096
H -5.45 -4.33 3.15 0.097
H -5.87 -3.21 1.94 0.010
C 1.29 -4.04 -0.65 -0.047
C 1.37 -5.30 -1.44 -0.186
N 0.09 -5.82 -1.83 -0.024
C -0.68 -6.73 -1.12 0.015
C -1.90 -6.78 -1.72 0.011
N -1.87 -5.95 -2.86 -0.058
C -0.68 -5.34 -2.82 -0.031
C -3.00 -5.58 -3.76 0.041
H 0.73 -3.19 -1.03 0.066
H 2.27 -3.61 -0.43 0.079
H 0.85 -4.31 0.32 0.085
H 1.98 -6.07 -0.96 0.138
H 1.98 -5.08 -2.33 0.124
H -0.34 -7.17 -0.20 0.126
H -2.81 -7.26 -1.39 0.140
H -0.40 -4.54 -3.49 0.156
H -3.80 -5.23 -3.11 0.100
H -3.34 -6.43 -4.35 0.091
H -2.68 -4.73 -4.36 0.098
C 8.87 1.27 -2.79 -0.110
C 7.39 1.36 -2.92 -0.252
C 6.66 0.82 -1.67 -0.106
N 5.24 0.40 -1.99 -0.195
C 4.46 1.51 -2.69 0.015
C 5.16 -0.83 -2.87 -0.112
C 3.84 -1.48 -2.62 -0.178
C 3.53 -1.23 -1.19 -0.176
C 4.32 -0.02 -0.78 -0.044
H 9.09 0.20 -2.93 0.079
H 9.22 1.36 -1.75 0.083
H 9.51 1.96 -3.33 0.074
H 7.06 0.81 -3.80 0.096
H 7.04 2.39 -2.96 0.114
H 6.62 1.69 -1.02 0.119
H 7.17 -0.04 -1.23 0.139
H 3.45 1.14 -2.90 0.090
H 4.78 1.69 -3.72 0.093
H 4.52 2.44 -2.12 0.095
H 5.31 -0.49 -3.89 0.120
H 5.97 -1.52 -2.64 0.142
H 2.95 -1.29 -3.22 0.095
H 3.88 -2.57 -2.65 0.118
H 2.46 -1.07 -1.03 0.113
H 3.84 -1.98 -0.46 0.117
H 3.70 0.82 -0.47 0.104
H 5.03 -0.32 -0.01 0.129
C 0.43 7.52 -1.78 -0.087
C 0.62 6.05 -2.17 -0.212
C -0.11 5.54 -3.44 -0.104
N -0.36 4.05 -3.41 -0.263
C 0.86 3.23 -3.21 0.043
C -0.87 3.84 -4.84 -0.135
C -2.34 4.23 -4.85 -0.131
C -2.76 3.78 -3.40 -0.107
C -1.52 3.69 -2.54 -0.100
H 1.03 8.20 -2.39 0.067
H 0.72 7.70 -0.75 0.080
H -0.64 7.76 -1.85 0.072
H 0.26 5.45 -1.33 0.100
H 1.68 5.80 -2.14 0.114
H 0.40 5.73 -4.37 0.128
H -1.08 6.03 -3.40 0.136
H 1.56 3.49 -4.01 0.119
H 0.41 2.25 -3.28 0.067
H 1.28 3.48 -2.24 0.113
H -0.90 2.78 -5.10 0.109
H -0.23 4.22 -5.63 0.131
H -2.91 3.65 -5.58 0.106
H -2.56 5.25 -5.15 0.105
H -3.28 2.82 -3.44 0.079
H -3.50 4.45 -2.94 0.118
H -1.23 2.76 -2.04 0.105
H -1.34 4.34 -1.68 0.106
N -0.62 -0.85 6.59 -0.293
S -0.67 0.54 7.24 0.426
O -0.95 1.66 6.37 -0.309
O 0.18 0.78 8.39 -0.304
F -2.08 0.35 7.98 -0.217
S 0.95 -0.76 5.97 0.573
O 2.10 -1.15 6.76 -0.276
O 1.15 0.42 5.14 -0.313
F 0.91 -1.86 4.77 -0.213
N -2.23 -5.67 4.06 -0.239
S -3.28 -6.77 4.12 0.416
O -2.91 -8.10 4.51 -0.284
O -4.40 -6.69 3.20 -0.305
F -4.00 -6.17 5.48 -0.235
S -1.94 -5.91 2.42 0.539
O -2.54 -5.01 1.46 -0.290
O -1.46 -7.17 1.93 -0.291
F -0.53 -5.15 2.57 -0.218
N -1.29 0.30 -2.94 -0.243
S -2.41 0.22 -3.93 0.442
O -2.91 -1.13 -4.13 -0.281
O -2.45 1.23 -4.98 -0.293
F -3.52 0.80 -2.94 -0.189
S -0.21 -0.68 -3.78 0.589
O 0.00 -0.52 -5.20 -0.258
O 0.01 -1.96 -3.15 -0.293
F 1.08 0.14 -3.16 -0.240
N -2.74 4.51 2.21 -0.228
S -2.65 3.52 0.92 0.565
O -1.42 2.89 0.51 -0.310
O -3.48 3.90 -0.20 -0.265
F -3.48 2.34 1.63 -0.220
S -1.57 5.47 1.81 0.459
O -1.66 6.32 0.64 -0.295
O -0.30 5.04 2.31 -0.263
F -1.97 6.60 2.89 -0.213
C 4.06 4.04 2.18 -0.022
C 4.41 3.39 0.80 -0.750
O 5.63 3.28 0.54 -0.088
O 3.46 3.37 -0.03 -0.113
H 3.03 4.39 2.25 0.054
H 4.77 4.84 2.41 0.058
H 4.00 3.26 2.95 0.047
C 4.48 0.35 3.88 -0.016
C 4.31 -0.75 2.78 -0.770
O 5.30 -1.51 2.64 -0.120
O 3.14 -1.05 2.45 -0.099
H 5.20 -0.12 4.55 0.061
H 3.56 0.48 4.44 0.043
H 4.88 1.28 3.46 0.044
C -4.54 -0.38 1.01 -0.062
C -5.36 -1.71 0.87 -0.684
O -4.83 -2.75 1.35 -0.096
O -6.50 -1.69 0.37 0.022
H -4.79 0.13 1.95 0.038
H -4.80 0.42 0.32 0.118
H -3.47 -0.57 1.07 0.062
```

Calculated values
**Total charge**: -2
**Molecular weight**: 1487.6 g mol⁻¹
**Total energy**: -7867.24285 Eh
**HOMO-LUMO gap**: 5.273 eV
**Lowest unoccupied orbital energy**: 2.307 eV

=====

ORCA calculation (ωB97M-V/def2-TZVPD) on a 9-piece molecular cluster, C40H79F2N4O26P2Si overall.

XYZ file:
```
154
Properties=species:S:1:pos:R:3:lowdin_charge:R:1
C 4.77 4.95 -0.92 -0.172
Si 4.93 3.30 -1.79 0.570
C 6.72 2.89 -2.06 -0.167
C 4.10 3.30 -3.49 -0.223
C 3.08 4.42 -3.74 -0.134
C 1.96 4.10 -4.73 -0.447
F 2.21 2.92 -5.40 0.077
F 1.94 5.07 -5.72 0.069
C 0.52 4.06 -4.20 -0.149
C -0.45 3.36 -5.17 -0.136
C -0.91 2.00 -4.65 -0.428
P -2.01 1.20 -5.87 0.748
N -1.50 1.05 -7.34 -0.260
C -1.65 2.17 -3.32 -0.153
N -1.12 3.34 -2.52 -0.067
P -1.61 3.38 -0.79 0.469
N -1.30 4.70 -0.10 -0.077
O -3.14 2.93 -0.83 -0.104
O -0.94 2.06 -0.28 -0.087
C 0.41 3.53 -2.76 -0.295
N 1.19 2.39 -2.45 0.166
C 4.10 1.93 -0.81 -0.262
C 3.21 2.15 0.25 -0.122
C 2.59 1.09 0.90 -0.099
C 2.84 -0.21 0.50 -0.077
C 3.74 -0.44 -0.54 -0.072
C 4.36 0.62 -1.17 -0.100
H 5.13 5.75 -1.58 0.041
H 3.76 5.20 -0.61 0.022
H 5.41 4.96 -0.03 0.044
H 7.26 2.72 -1.13 0.041
H 6.79 1.98 -2.66 0.033
H 7.21 3.68 -2.63 0.039
H 4.86 3.30 -4.27 0.089
H 3.60 2.33 -3.57 0.062
H 3.61 5.28 -4.16 0.131
H 2.66 4.77 -2.80 0.090
H 0.20 5.10 -4.17 0.159
H 0.01 3.26 -6.15 0.117
H -1.33 3.99 -5.31 0.123
H -0.05 1.34 -4.56 0.119
H -3.20 1.94 -5.72 0.013
H -2.28 -0.03 -5.25 0.019
H -0.57 1.43 -7.49 -0.016
H -1.53 1.28 -2.70 0.129
H -2.72 2.32 -3.45 0.114
H -1.56 4.19 -2.90 0.158
H -0.86 5.47 -0.57 0.014
H -3.68 3.54 -1.36 0.099
H -1.37 1.65 0.48 0.119
H 0.71 4.33 -2.08 0.141
H 1.36 2.27 -1.45 0.079
H 0.87 1.51 -2.82 0.102
H 3.00 3.16 0.58 0.096
H 1.90 1.28 1.71 0.103
H 2.36 -1.05 0.98 0.102
H 3.96 -1.45 -0.85 0.108
H 5.05 0.41 -1.98 0.103
C -2.47 5.31 5.98 -0.014
O -3.32 5.32 4.82 0.016
C -3.27 4.23 4.08 -0.624
O -2.57 3.26 4.25 0.119
O -4.14 4.37 3.07 0.009
C -4.20 3.26 2.19 -0.054
H -2.61 6.27 6.45 0.098
H -2.75 4.51 6.65 0.102
H -1.42 5.20 5.69 0.088
H -4.52 2.36 2.70 0.105
H -3.22 3.09 1.74 0.054
H -4.92 3.52 1.42 0.092
C 1.93 3.96 5.99 -0.048
O 2.90 4.75 6.68 0.003
C 2.36 5.80 7.32 -0.628
O 1.18 6.05 7.36 0.116
O 3.33 6.48 7.91 0.012
C 2.89 7.62 8.65 -0.028
H 2.48 3.14 5.54 0.097
H 1.19 3.57 6.68 0.085
H 1.44 4.54 5.21 0.093
H 2.21 7.32 9.45 0.099
H 2.39 8.33 8.00 0.098
H 3.79 8.07 9.07 0.096
C -0.24 -3.72 3.43 -0.035
O 0.28 -4.98 3.02 0.014
C 1.01 -4.97 1.91 -0.621
O 1.26 -4.01 1.23 0.113
O 1.41 -6.22 1.69 -0.020
C 2.22 -6.39 0.51 -0.022
H -0.79 -3.90 4.34 0.093
H 0.58 -3.02 3.62 0.096
H -0.91 -3.31 2.67 0.095
H 3.13 -5.80 0.58 0.099
H 1.66 -6.11 -0.38 0.099
H 2.46 -7.45 0.48 0.092
C -4.57 5.14 -7.21 -0.021
O -5.50 5.67 -6.26 0.020
C -5.70 4.93 -5.18 -0.631
O -5.16 3.88 -4.94 0.078
O -6.61 5.53 -4.42 0.020
C -6.96 4.84 -3.22 -0.027
H -4.53 5.86 -8.01 0.101
H -3.58 5.03 -6.75 0.082
H -4.91 4.18 -7.58 0.103
H -6.09 4.72 -2.58 0.080
H -7.39 3.87 -3.46 0.102
H -7.70 5.46 -2.73 0.101
C 1.27 -2.87 7.50 -0.033
O 1.11 -1.45 7.38 -0.001
C 1.91 -0.73 8.17 -0.627
O 2.72 -1.16 8.94 0.136
O 1.65 0.55 7.94 0.000
C 2.41 1.48 8.72 -0.028
H 0.55 -3.30 6.80 0.083
H 2.28 -3.17 7.23 0.099
H 1.04 -3.20 8.51 0.100
H 3.47 1.38 8.51 0.104
H 2.23 1.34 9.78 0.102
H 2.06 2.46 8.41 0.072
C -2.22 -1.70 -8.96 -0.056
O -1.72 -2.98 -9.37 0.002
C -1.11 -2.97 -10.55 -0.631
O -0.96 -2.01 -11.27 0.124
O -0.69 -4.21 -10.82 0.003
C -0.02 -4.35 -12.08 -0.036
H -2.68 -1.86 -7.99 0.082
H -1.42 -0.97 -8.87 0.061
H -2.97 -1.34 -9.66 0.099
H 0.87 -3.72 -12.11 0.097
H -0.69 -4.08 -12.90 0.098
H 0.25 -5.40 -12.15 0.093
C 0.60 -9.56 7.81 -0.036
O 1.10 -9.99 6.54 0.006
C 0.90 -9.13 5.55 -0.629
O 0.34 -8.07 5.64 0.117
O 1.41 -9.65 4.43 0.013
C 1.26 -8.82 3.27 -0.034
H 0.85 -10.36 8.50 0.095
H 1.08 -8.64 8.12 0.096
H -0.48 -9.42 7.77 0.096
H 1.78 -7.87 3.41 0.085
H 0.21 -8.63 3.06 0.090
H 1.71 -9.37 2.45 0.096
C -3.85 -10.80 -1.22 -0.037
O -3.24 -9.93 -0.26 0.000
C -3.39 -10.32 1.01 -0.629
O -3.98 -11.30 1.37 0.130
O -2.78 -9.44 1.80 -0.001
C -2.87 -9.74 3.19 -0.036
H -3.65 -10.35 -2.18 0.092
H -3.42 -11.79 -1.16 0.098
H -4.93 -10.86 -1.05 0.098
H -2.39 -10.70 3.40 0.101
H -3.90 -9.77 3.53 0.098
H -2.33 -8.95 3.71 0.087
```

Calculated values
**Total charge**: +1
**Molecular weight**: 1160.1 g mol⁻¹
**Total energy**: -4918.64759 Eh
**HOMO-LUMO gap**: 8.376 eV
**Lowest unoccupied orbital energy**: -3.167 eV

=====

ORCA calculation (ωB97M-V/def2-TZVPD) on C40H80GaO14 as an isolated structure.

XYZ file:
```
135
Properties=species:S:1:pos:R:3:lowdin_charge:R:1
C 0.50 0.26 0.05 0.002
C -0.30 1.30 -0.68 -0.532
O -0.48 1.33 -1.88 0.069
O -0.79 2.22 0.19 -0.037
C -1.59 3.29 -0.38 -0.178
C -3.09 3.09 -0.18 -0.287
C -3.86 2.49 -1.37 -0.321
Ga -4.09 0.45 -1.35 0.317
C -6.06 -0.16 -1.30 -0.343
C -6.89 0.19 -0.05 -0.309
C -7.13 1.70 0.07 -0.195
C -6.17 2.36 1.05 -0.172
O -6.70 2.18 2.40 -0.039
C -5.88 1.66 3.32 -0.356
O -4.73 2.00 3.50 0.062
H 1.31 0.72 0.61 0.058
H 0.89 -0.48 -0.65 0.075
H -0.14 -0.25 0.78 0.089
H -1.32 3.44 -1.42 0.114
H -1.28 4.18 0.18 0.111
H -3.22 2.50 0.74 0.083
H -3.49 4.09 0.05 0.083
H -4.85 2.96 -1.41 0.015
H -3.35 2.78 -2.30 0.034
H -3.27 -0.20 -0.10 -0.078
H -3.47 -0.17 -2.73 -0.102
H -6.58 0.20 -2.20 0.030
H -6.02 -1.26 -1.38 0.024
H -7.87 -0.32 -0.10 0.088
H -6.41 -0.20 0.86 0.099
H -7.04 2.18 -0.90 0.102
H -8.15 1.90 0.45 0.104
H -5.19 1.87 0.99 0.086
H -6.01 3.42 0.86 0.121
H -6.35 0.89 3.94 0.131
C 3.74 0.10 -3.63 -0.013
C 4.05 0.53 -2.22 -0.485
O 3.22 0.52 -1.35 0.082
C 5.48 0.97 -1.96 -0.023
H 2.70 -0.19 -3.71 0.091
H 3.94 0.92 -4.32 0.081
H 4.39 -0.74 -3.91 0.059
H 5.72 1.82 -2.59 0.081
H 6.17 0.16 -2.19 0.073
H 5.58 1.25 -0.91 0.076
C -5.35 -1.34 5.97 -0.030
C -6.49 -2.13 5.38 -0.501
O -6.55 -2.40 4.20 0.068
C -7.56 -2.57 6.35 -0.035
H -4.65 -1.07 5.18 0.084
H -5.73 -0.43 6.43 0.090
H -4.83 -1.93 6.72 0.057
H -8.02 -1.70 6.82 0.071
H -7.13 -3.20 7.12 0.071
H -8.32 -3.13 5.81 0.077
C 3.45 1.61 4.06 -0.030
C 2.06 1.49 3.48 -0.504
O 1.63 0.44 3.08 0.069
C 1.22 2.75 3.43 -0.016
H 3.94 0.64 4.04 0.077
H 4.03 2.33 3.48 0.080
H 3.40 1.97 5.09 0.078
H 1.73 3.50 2.82 0.086
H 1.08 3.15 4.43 0.080
H 0.26 2.52 2.98 0.084
C 8.69 -1.96 -5.20 -0.027
C 7.19 -1.89 -5.05 -0.489
O 6.61 -0.83 -5.09 0.031
C 6.46 -3.19 -4.83 -0.014
H 9.07 -0.95 -5.34 0.071
H 9.13 -2.39 -4.31 0.076
H 8.96 -2.56 -6.07 0.085
H 6.83 -3.68 -3.93 0.094
H 6.62 -3.86 -5.67 0.063
H 5.39 -3.00 -4.73 0.083
C 4.90 -0.21 -7.53 -0.027
C 4.07 -0.44 -8.77 -0.501
O 3.54 -1.50 -9.00 0.069
C 3.92 0.73 -9.71 -0.030
H 4.93 -1.11 -6.93 0.066
H 5.92 0.06 -7.81 0.087
H 4.48 0.60 -6.94 0.084
H 4.90 1.05 -10.07 0.080
H 3.45 1.57 -9.20 0.084
H 3.30 0.44 -10.56 0.078
C -8.62 -0.92 10.36 -0.022
C -7.39 -1.79 10.25 -0.496
O -6.71 -1.81 9.25 0.070
C -7.05 -2.64 11.45 -0.024
H -8.76 -0.36 9.43 0.080
H -9.50 -1.54 10.54 0.083
H -8.51 -0.22 11.19 0.082
H -7.87 -3.32 11.67 0.082
H -6.88 -2.01 12.32 0.082
H -6.15 -3.22 11.25 0.082
C 6.64 -8.14 -7.19 -0.024
C 5.96 -7.30 -6.15 -0.493
O 6.29 -6.15 -5.94 0.065
C 4.83 -7.94 -5.38 -0.020
H 7.43 -7.56 -7.67 0.080
H 7.08 -9.03 -6.73 0.083
H 5.92 -8.46 -7.95 0.085
H 5.20 -8.82 -4.85 0.084
H 4.04 -8.26 -6.07 0.087
H 4.42 -7.23 -4.67 0.084
C 10.45 0.70 -0.86 -0.023
C 9.63 0.37 -2.09 -0.498
O 9.19 -0.73 -2.28 0.065
C 9.40 1.50 -3.07 -0.018
H 10.54 -0.19 -0.24 0.081
H 11.44 1.04 -1.15 0.083
H 9.96 1.49 -0.29 0.085
H 10.35 1.88 -3.44 0.085
H 8.87 2.32 -2.57 0.085
H 8.79 1.14 -3.90 0.072
C -0.58 -2.95 7.32 -0.025
C -1.75 -2.01 7.20 -0.493
O -2.85 -2.30 7.63 0.055
C -1.50 -0.69 6.52 -0.014
H -0.89 -3.86 7.82 0.077
H -0.20 -3.20 6.33 0.087
H 0.22 -2.48 7.89 0.081
H -1.15 -0.85 5.50 0.094
H -0.73 -0.13 7.06 0.083
H -2.41 -0.10 6.49 0.079
C -5.75 7.30 -1.63 -0.025
C -4.76 6.51 -2.45 -0.493
O -4.24 5.51 -2.03 0.091
C -4.45 7.04 -3.84 -0.027
H -5.88 6.82 -0.67 0.080
H -5.39 8.32 -1.48 0.078
H -6.71 7.35 -2.14 0.080
H -4.04 8.05 -3.77 0.078
H -5.36 7.08 -4.44 0.080
H -3.73 6.39 -4.32 0.082
```

Calculated values
**Total charge**: -1
**Molecular weight**: 854.8 g mol⁻¹
**Total energy**: -4550.21101 Eh
**HOMO-LUMO gap**: 5.675 eV
**Lowest unoccupied orbital energy**: 1.787 eV